(1)
{"formula": "C3H11NO2S", "method": "the ωB97M-V functional and the def2-TZVPD basis", "total_energy_ev": -19709.169, "smiles": "OCNCCS.O", "orbital_gap_ev": 9.4355, "multiplicity": 1, "homo_energy_ha": -0.3248, "species": ["C", "C", "S", "N", "C", "O", "H", "H", "H", "H", "H", "H", "H", "H", "H", "H", "H", "O"], "coordinates": [[-0.395, 0.165, -0.407], [-0.466, -1.059, 0.525], [1.106, -1.939, 0.719], [-1.604, 0.245, -1.195], [-1.924, 1.482, -1.795], [-0.903, 2.054, -2.639], [0.491, 0.043, -1.039], [-0.303, 1.126, 0.099], [-0.777, -0.774, 1.507], [-1.174, -1.761, 0.111], [1.539, -1.213, 1.757], [-1.807, -0.557, -1.766], [-1.985, 2.241, -1.012], [-2.856, 1.362, -2.328], [-0.657, 1.463, -3.358], [2.162, 0.776, 4.256], [3.123, 1.345, 3.213], [2.357, 0.765, 3.296]]}

(2)
{"formula": "C35H45MoN3O4S", "method": "the ωB97M-V functional and the def2-TZVPD basis", "total_energy_ev": -62359.813, "total_charge": 2, "orbital_gap_ev": 6.6016, "multiplicity": 1, "homo_energy_ha": -0.5128, "species": ["Mo", "C", "C", "C", "C", "C", "C", "C", "S", "O", "O", "N", "C", "C", "O", "O", "H", "H", "H", "H", "H", "H", "H", "H", "H", "C", "C", "C", "C", "C", "C", "C", "C", "C", "C", "C", "C", "N", "C", "C", "N", "C", "C", "C", "C", "C", "C", "C", "C", "C", "C", "C", "C", "H", "H", "H", "H", "H", "H", "H", "H", "H", "H", "H", "H", "H", "H", "H", "H", "H", "H", "H", "H", "H", "H", "H", "H", "H", "H", "H", "H", "H", "H", "H", "H", "H", "H", "H", "H"], "coordinates": [[1.232, 0.473, 0.515], [-3.750, -5.884, -6.342], [-3.179, -5.161, -5.181], [-1.973, -4.458, -5.321], [-1.425, -3.788, -4.254], [-2.084, -3.802, -3.016], [-3.280, -4.509, -2.855], [-3.820, -5.171, -3.933], [-1.323, -2.903, -1.736], [-1.980, -3.193, -0.498], [-2.389, -1.101, -2.213], [1.133, -0.885, -0.585], [1.757, -1.201, -1.763], [2.735, 0.097, -1.954], [3.369, 0.233, -2.951], [2.620, 0.858, -0.937], [-3.561, -5.338, -7.264], [-4.817, -6.057, -6.225], [-3.269, -6.859, -6.451], [-1.476, -4.442, -6.280], [-0.497, -3.244, -4.356], [-3.767, -4.518, -1.890], [-4.750, -5.708, -3.821], [1.121, -1.208, -2.656], [2.369, -2.112, -1.734], [4.548, -0.343, 2.266], [3.114, -0.840, 2.128], [3.068, -2.245, 1.530], [2.317, -0.817, 3.413], [2.908, -1.324, 4.562], [2.209, -1.357, 5.755], [0.898, -0.931, 5.790], [0.255, -0.423, 4.660], [-1.210, -0.069, 4.833], [-2.062, -0.123, 3.565], [-1.402, 1.276, 5.552], [0.991, -0.339, 3.472], [0.525, 0.328, 2.306], [0.315, 1.665, 2.460], [-0.063, 2.409, 1.361], [-0.090, 1.801, 0.146], [-0.347, 2.647, -0.965], [-1.469, 2.502, -1.792], [-1.671, 3.428, -2.809], [-0.771, 4.454, -3.029], [0.362, 4.552, -2.247], [0.598, 3.662, -1.206], [1.872, 3.828, -0.404], [1.785, 5.093, 0.453], [3.103, 3.887, -1.313], [-2.417, 1.324, -1.673], [-1.627, 0.115, -2.191], [-2.952, 1.060, -0.263], [4.996, -0.216, 1.280], [5.150, -1.066, 2.812], [4.594, 0.605, 2.799], [2.638, -0.102, 1.359], [3.520, -2.940, 2.237], [3.631, -2.288, 0.598], [2.040, -2.565, 1.355], [3.922, -1.690, 4.524], [2.684, -1.729, 6.649], [0.344, -0.990, 6.714], [-1.599, -0.839, 5.509], [-1.925, 0.760, 2.942], [-3.109, -0.159, 3.855], [-1.839, -1.015, 2.980], [-1.186, 2.121, 4.900], [-0.768, 1.344, 6.433], [-2.437, 1.362, 5.877], [0.420, 2.112, 3.447], [-0.339, 3.456, 1.439], [-2.539, 3.351, -3.446], [-0.940, 5.165, -3.821], [1.075, 5.335, -2.446], [2.025, 2.957, 0.280], [1.700, 5.967, -0.187], [2.675, 5.203, 1.069], [0.912, 5.077, 1.103], [3.124, 4.816, -1.874], [3.116, 3.053, -2.013], [4.008, 3.839, -0.712], [-3.269, 1.514, -2.335], [-3.069, -1.042, -1.518], [-0.758, -0.022, -1.533], [-1.289, 0.292, -3.215], [-2.216, 0.537, 0.355], [-3.862, 0.466, -0.300], [-3.215, 1.999, 0.219]]}

(3)
{"formula": "C21H18N2O4S", "method": "the ωB97M-V functional and the def2-TZVPD basis", "total_energy_ev": -44054.807, "orbital_gap_ev": 7.4240, "multiplicity": 1, "homo_energy_ha": -0.2959, "species": ["O", "C", "N", "C", "C", "C", "C", "C", "C", "C", "C", "C", "N", "S", "O", "O", "C", "C", "C", "C", "C", "C", "H", "H", "H", "H", "H", "C", "C", "C", "C", "C", "O", "H", "H", "H", "H", "H", "H", "H", "H", "H", "H", "H", "H", "H"], "coordinates": [[1.532, -0.113, -0.498], [0.523, 0.764, -0.478], [0.657, 2.019, -0.065], [-0.146, 2.968, 0.003], [0.266, 4.296, 0.279], [-0.666, 5.135, 0.599], [-1.895, 4.827, 0.359], [-2.503, 3.568, -0.282], [-1.506, 2.542, -0.394], [-1.747, 1.324, -0.747], [-0.936, 0.159, -0.735], [-1.210, -1.228, -1.309], [-0.675, -2.014, -0.437], [-0.084, -3.509, -0.824], [-0.621, -3.708, -2.315], [-0.035, -4.555, 0.193], [1.848, -2.961, -1.079], [2.260, -2.601, -2.244], [3.338, -2.179, -2.409], [4.368, -2.382, -1.207], [3.864, -2.857, -0.211], [2.590, -3.352, 0.156], [2.092, -3.664, 1.018], [4.605, -2.997, 0.889], [5.144, -2.108, -1.580], [3.807, -1.779, -3.335], [1.625, -2.429, -3.184], [-0.602, -1.877, 1.137], [-1.196, -0.815, 1.744], [-0.930, 0.386, 2.475], [-2.299, 0.991, 2.651], [-3.174, 0.295, 1.913], [-2.671, -0.779, 1.498], [-4.113, 0.488, 1.898], [-2.238, 1.952, 3.173], [-0.161, 0.553, 2.858], [-0.674, -2.750, 1.488], [0.700, -1.540, 1.464], [-2.237, -1.206, -1.383], [-0.633, -1.496, -2.057], [-2.695, 1.132, -0.842], [-3.367, 3.190, -0.213], [-2.772, 5.546, 0.363], [-0.376, 6.156, 0.908], [1.192, 4.287, 0.654], [1.753, 2.319, 0.109]]}

(4)
{"formula": "C59H103N3O11", "method": "the ωB97M-V functional and the def2-TZVPD basis", "total_energy_ev": -89841.756, "orbital_gap_ev": 9.6659, "multiplicity": 1, "homo_energy_ha": -0.3384, "species": ["C", "C", "C", "O", "C", "H", "H", "H", "H", "H", "H", "H", "H", "C", "C", "C", "O", "C", "H", "H", "H", "H", "H", "H", "H", "H", "C", "C", "C", "O", "C", "H", "H", "H", "H", "H", "H", "H", "H", "C", "C", "C", "O", "C", "H", "H", "H", "H", "H", "H", "H", "H", "C", "C", "C", "O", "C", "H", "H", "H", "H", "H", "H", "H", "H", "C", "C", "C", "O", "C", "H", "H", "H", "H", "H", "H", "H", "H", "C", "C", "C", "O", "C", "H", "H", "H", "H", "H", "H", "H", "H", "C", "C", "C", "O", "C", "H", "H", "H", "H", "H", "H", "H", "H", "C", "C", "C", "O", "C", "H", "H", "H", "H", "H", "H", "H", "H", "C", "C", "C", "O", "C", "H", "H", "H", "H", "H", "H", "H", "H", "C", "C", "C", "O", "C", "H", "H", "H", "H", "H", "H", "H", "H", "N", "C", "C", "C", "C", "C", "H", "H", "H", "H", "H", "N", "C", "C", "C", "C", "C", "H", "H", "H", "H", "H", "N", "C", "C", "C", "C", "C", "H", "H", "H", "H", "H"], "coordinates": [[-27.824, 1.466, 2.771], [-28.436, 0.459, 3.766], [-27.639, -0.812, 3.502], [-27.397, -0.797, 2.100], [-27.075, 0.558, 1.752], [-27.108, 2.119, 3.268], [-28.605, 2.048, 2.290], [-29.477, 0.267, 3.500], [-28.415, 0.756, 4.815], [-28.169, -1.733, 3.747], [-26.687, -0.862, 4.057], [-27.437, 0.729, 0.740], [-25.991, 0.702, 1.778], [-28.267, -1.993, -3.103], [-27.512, -1.167, -2.044], [-28.149, 0.191, -2.267], [-29.528, -0.075, -2.636], [-29.678, -1.444, -2.995], [-28.184, -3.068, -2.940], [-27.833, -1.793, -4.089], [-26.450, -1.181, -2.275], [-27.749, -1.518, -1.040], [-27.702, 0.757, -3.093], [-28.214, 0.850, -1.400], [-30.192, -1.557, -3.954], [-30.246, -1.968, -2.221], [-25.558, -4.283, -5.730], [-24.889, -5.635, -5.489], [-24.836, -5.717, -3.963], [-24.833, -4.372, -3.467], [-25.174, -3.456, -4.475], [-26.643, -4.410, -5.769], [-25.270, -3.781, -6.649], [-23.916, -5.744, -5.972], [-25.488, -6.449, -5.905], [-23.915, -6.188, -3.618], [-25.701, -6.255, -3.570], [-24.325, -2.799, -4.685], [-26.036, -2.845, -4.187], [-29.745, 4.228, -5.424], [-29.091, 5.489, -6.006], [-27.855, 5.637, -5.109], [-27.514, 4.315, -4.729], [-28.510, 3.387, -5.186], [-30.473, 3.798, -6.109], [-30.204, 4.474, -4.465], [-29.744, 6.360, -6.029], [-28.763, 5.293, -7.032], [-28.065, 6.264, -4.240], [-27.037, 6.063, -5.695], [-28.655, 2.633, -4.411], [-28.170, 2.904, -6.111], [-25.844, -3.638, 0.856], [-25.247, -4.711, -0.066], [-26.428, -5.019, -0.977], [-27.536, -5.025, -0.088], [-27.336, -4.055, 0.921], [-25.731, -2.600, 0.544], [-25.446, -3.721, 1.874], [-25.140, -5.604, 0.563], [-24.282, -4.475, -0.504], [-26.422, -5.980, -1.489], [-26.573, -4.245, -1.744], [-27.616, -4.489, 1.880], [-27.948, -3.159, 0.768], [-20.441, 2.042, -2.954], [-20.906, 2.159, -1.536], [-21.428, 3.587, -1.447], [-20.707, 4.309, -2.465], [-19.851, 3.413, -3.192], [-21.280, 1.832, -3.626], [-19.745, 1.215, -3.106], [-20.109, 2.032, -0.795], [-21.664, 1.434, -1.228], [-21.212, 4.058, -0.487], [-22.504, 3.611, -1.656], [-18.841, 3.459, -2.765], [-19.830, 3.747, -4.226], [-20.658, -1.596, -1.813], [-20.856, -3.041, -1.335], [-20.897, -3.817, -2.640], [-19.950, -3.146, -3.492], [-19.854, -1.754, -3.117], [-20.057, -1.050, -1.081], [-21.580, -1.026, -1.922], [-21.788, -3.121, -0.766], [-20.065, -3.331, -0.644], [-21.891, -3.793, -3.088], [-20.503, -4.826, -2.523], [-20.256, -1.105, -3.900], [-18.777, -1.611, -3.019], [-22.426, -0.698, -6.993], [-21.447, -1.792, -6.554], [-20.127, -1.024, -6.598], [-20.441, 0.262, -6.094], [-21.754, 0.617, -6.542], [-23.417, -0.801, -6.542], [-22.622, -0.727, -8.066], [-21.454, -2.649, -7.227], [-21.651, -2.120, -5.534], [-19.740, -0.925, -7.626], [-19.330, -1.475, -6.006], [-21.692, 1.291, -7.398], [-22.229, 1.100, -5.693], [-25.566, 4.318, -7.962], [-24.936, 3.501, -9.119], [-24.219, 2.342, -8.418], [-24.024, 2.754, -7.083], [-25.143, 3.548, -6.710], [-26.649, 4.375, -8.064], [-25.155, 5.326, -7.981], [-24.203, 4.084, -9.678], [-25.668, 3.171, -9.856], [-23.241, 2.142, -8.855], [-24.803, 1.411, -8.485], [-24.860, 4.221, -5.903], [-25.964, 2.918, -6.347], [-23.598, 7.251, -1.878], [-23.766, 7.771, -3.297], [-25.297, 7.702, -3.492], [-25.748, 6.670, -2.616], [-24.679, 6.178, -1.844], [-23.846, 8.052, -1.175], [-22.608, 6.858, -1.659], [-23.298, 7.082, -4.010], [-23.342, 8.756, -3.489], [-25.555, 7.434, -4.518], [-25.742, 8.680, -3.277], [-24.270, 5.260, -2.298], [-24.980, 5.892, -0.834], [-30.403, 5.080, -0.254], [-29.490, 5.406, -1.435], [-28.454, 4.260, -1.335], [-28.509, 3.729, -0.016], [-29.401, 4.540, 0.742], [-31.140, 4.325, -0.540], [-30.968, 5.922, 0.147], [-29.012, 6.372, -1.281], [-30.008, 5.340, -2.388], [-27.463, 4.610, -1.624], [-28.767, 3.450, -2.003], [-28.842, 5.387, 1.174], [-29.848, 3.978, 1.561], [-23.752, 5.464, 3.529], [-25.065, 5.411, 3.658], [-25.871, 4.607, 2.862], [-25.282, 3.892, 1.825], [-23.911, 3.885, 1.733], [-23.185, 4.675, 2.619], [-25.508, 6.017, 4.443], [-26.952, 4.560, 2.933], [-25.906, 3.318, 1.148], [-23.423, 3.261, 0.991], [-22.104, 4.720, 2.557], [-24.953, 1.641, -0.826], [-24.401, 0.531, -1.308], [-24.198, 0.357, -2.664], [-24.657, 1.339, -3.533], [-25.298, 2.457, -3.031], [-25.386, 2.570, -1.657], [-24.230, -0.220, -0.541], [-23.672, -0.470, -3.121], [-24.554, 1.188, -4.604], [-25.667, 3.227, -3.698], [-25.732, 3.473, -1.165], [-21.741, 0.679, 1.886], [-22.991, 0.255, 2.005], [-23.359, -1.080, 2.032], [-22.351, -2.022, 1.962], [-21.040, -1.599, 1.816], [-20.789, -0.237, 1.786], [-23.749, 1.033, 2.049], [-24.377, -1.425, 2.159], [-22.601, -3.077, 2.010], [-20.224, -2.305, 1.730], [-19.786, 0.159, 1.660]]}

(5)
{"formula": "C2H3FNP", "method": "the ωB97M-V functional and the def2-TZVPD basis", "total_energy_ev": -15615.878, "smiles": "[H]/N=c1/cp1.F", "orbital_gap_ev": 7.7262, "multiplicity": 1, "homo_energy_ha": -0.3042, "species": ["C", "C", "N", "F", "P", "H", "H", "H"], "coordinates": [[-1.009, 0.545, -0.183], [-1.844, -0.365, -0.919], [-0.559, 1.670, 0.136], [2.880, -0.745, 0.807], [-0.932, -1.286, 0.185], [3.587, -1.285, 0.945], [-2.205, -0.272, -1.926], [0.082, 1.738, 0.956]]}

(6)
{"formula": "C11H15N", "method": "the ωB97M-V functional and the def2-TZVPD basis", "total_energy_ev": -13139.463, "smiles": "Cc1c[nH]c2ccccc12.CC", "orbital_gap_ev": 8.7252, "multiplicity": 1, "homo_energy_ha": -0.2863, "species": ["C", "C", "H", "H", "H", "H", "H", "H", "C", "C", "C", "C", "C", "C", "C", "C", "C", "N", "H", "H", "H", "H", "H", "H", "H", "H", "H"], "coordinates": [[0.149, -2.221, 3.839], [-0.754, -3.281, 3.216], [0.914, -1.845, 3.148], [-0.205, -1.170, 3.901], [0.727, -2.633, 4.681], [-1.508, -2.740, 2.640], [-0.248, -3.993, 2.555], [-1.270, -3.833, 3.972], [2.255, 2.577, -1.132], [-0.930, 0.663, -1.034], [0.450, 0.752, -0.652], [0.837, 2.077, -1.054], [-0.294, 2.782, -1.320], [-0.778, -1.641, -0.627], [-1.545, -0.592, -1.096], [0.619, -1.638, -0.413], [1.204, -0.385, -0.347], [-1.414, 1.943, -1.218], [-1.229, -2.615, -0.420], [-2.577, -0.621, -1.413], [1.117, -2.595, -0.397], [2.259, -0.354, -0.097], [-2.311, 2.134, -1.621], [-0.435, 3.813, -1.604], [2.462, 3.584, -1.487], [2.835, 1.830, -1.694], [2.705, 2.555, -0.145]]}